Here is an isolated molecule of C10H21NO2SSi at a distorted geometry from OMol25. Energies are from the ωB97M-V functional and the def2-TZVPD basis.

HOMO level   -8.6426 eV
LUMO   0.7 eV
SMILES   CCC[C@H]1O[C@@H](C)/C(=N\O[Si](C)(C)C)S1
Kohn-Sham gap   9.37 eV
Largest force on an atom   3.68 eV/A
Energy relative to the best compared isomer or geometry (same formula, charge and spin)   24.6 kcal/mol

ORCA input file:
```
! wB97M-V def2-TZVPD RIJCOSX def2/J DEFGRID3
* xyz 0 1
N 0.514 -0.852 0.878
O -2.159 1.670 1.173
O -0.200 -1.825 0.168
S 0.274 1.438 2.279
C -0.225 0.127 1.256
C 0.711 3.417 -0.285
C -0.678 3.818 -0.005
C -0.904 3.779 1.475
C -1.624 0.384 -0.842
C 2.425 -3.245 0.451
C 0.118 -4.641 -0.746
C 1.470 -2.294 -2.210
C -1.264 2.373 1.969
C -1.601 0.381 0.723
Si 0.824 -2.942 -0.550
H 1.461 4.152 0.133
H 0.917 3.385 -1.342
H 0.884 2.423 0.135
H -1.425 3.140 -0.489
H -0.866 4.836 -0.389
H -1.731 4.506 1.650
H -0.060 4.185 2.092
H -1.128 1.294 -1.343
H -1.162 -0.483 -1.338
H -2.704 0.407 -1.068
H 3.296 -2.978 -0.157
H 2.195 -2.479 1.276
H 2.415 -4.297 0.802
H 0.797 -5.356 -0.391
H -0.784 -4.700 -0.091
H -0.403 -4.884 -1.681
H 2.375 -1.726 -2.025
H 1.731 -3.198 -2.771
H 0.628 -1.827 -2.720
H -1.907 2.426 2.868
H -2.212 -0.412 1.116
*
```


Here is a structure of composition C11H3Cl2CoF5N5O2S from OMol25. Energies are from the ωB97M-V functional and the def2-TZVPD basis.

HOMO level (alpha / beta)   -16.2122 / -16.1928 eV
LUMO (alpha / beta)   -7.6 / -10.8 eV
Kohn-Sham gap (alpha / beta)   8.57 / 5.44 eV
Largest force on an atom   0.32 eV/A
Energy relative to the best compared isomer or geometry (same formula, charge and spin)   45.3 kcal/mol

ORCA input file:
```
! wB97M-V def2-TZVPD RIJCOSX def2/J DEFGRID3
* xyz 2 5
Co -0.086 0.789 2.530
Cl 1.692 2.224 3.445
C 0.719 3.663 3.025
Cl -0.745 3.112 2.146
H 1.301 4.297 2.367
H 0.402 4.153 3.938
N 1.588 -1.811 -0.457
C 0.906 -0.885 -0.016
H 1.633 -2.017 -1.443
O -1.328 0.117 3.773
N -2.040 -0.821 4.286
C -1.621 -2.062 4.183
C -0.398 -2.238 3.492
N 0.588 -2.007 2.953
C -2.384 -3.154 4.694
N -2.995 -4.047 5.074
O 1.452 -1.528 2.109
N 0.716 -0.532 1.304
F 0.145 0.089 -6.641
C 0.110 0.157 -5.355
C -0.047 -1.038 -4.611
F -0.190 -2.168 -5.249
C -0.081 -0.972 -3.249
F -0.310 -2.067 -2.553
C 0.054 0.272 -2.569
S -0.054 0.494 -0.893
C 0.161 1.461 -3.360
F 0.254 2.617 -2.746
C 0.209 1.411 -4.725
F 0.351 2.490 -5.450
*
```


Here is a structure of composition C13H23INPSn at a distorted geometry from OMol25. Energies are from the ωB97M-V functional and the def2-TZVPD basis.

HOMO level (alpha / beta)   -14.7327 / -14.7178 eV
LUMO (alpha / beta)   -9.3 / -9.1 eV
Kohn-Sham gap (alpha / beta)   5.46 / 5.62 eV
Largest force on an atom   4.27 eV/A
Energy relative to the best compared isomer or geometry (same formula, charge and spin)   43.2 kcal/mol

ORCA input file:
```
! wB97M-V def2-TZVPD RIJCOSX def2/J DEFGRID3
* xyz 2 1
C 2.397 -1.639 -3.479
C 1.899 -0.341 -3.529
C 1.453 0.293 -2.354
C 1.630 -0.368 -1.142
C 2.055 -1.699 -1.079
C 2.485 -2.321 -2.260
C 0.827 1.662 -2.447
C -0.310 1.677 -3.509
N -1.291 0.638 -3.274
Sn 1.669 0.775 0.755
C 2.068 -2.459 0.231
P 0.556 -2.272 1.289
H 1.863 0.202 -4.485
H 2.868 -3.342 -2.238
H 2.727 -2.132 -4.394
H 2.919 -2.145 0.866
H 2.142 -3.542 0.051
H 0.404 2.012 -1.493
H 1.563 2.417 -2.769
H -0.823 2.660 -3.482
C 0.345 -3.938 1.971
C -0.806 -2.233 0.103
H 0.128 1.503 -4.505
C -1.549 -0.313 -4.313
C -2.428 0.938 -2.451
H 0.602 -0.848 2.823
H -2.252 0.088 -5.071
H -0.606 -0.597 -4.799
H -2.008 -1.204 -3.853
H -3.109 1.657 -2.945
H -2.969 -0.003 -2.259
H -2.098 1.358 -1.483
H -0.989 -3.245 -0.268
H -1.713 -1.837 0.577
H -0.554 -1.587 -0.738
H 0.638 -4.693 1.231
H 0.971 -4.047 2.869
H -0.710 -4.101 2.243
H 0.549 -1.516 3.176
I -1.088 1.363 1.015
*
```


Here is a structure of composition C35H32BrCl2F6N2O7P3Sr at a distorted geometry from OMol25. Energies are from the ωB97M-V functional and the def2-TZVPD basis.

HOMO level   -1.9678 eV
LUMO   3.9 eV
Kohn-Sham gap   5.85 eV
Largest force on an atom   4.29 eV/A
Energy relative to the best compared isomer or geometry (same formula, charge and spin)   35.7 kcal/mol

ORCA input file:
```
! wB97M-V def2-TZVPD RIJCOSX def2/J DEFGRID3
* xyz -2 1
Sr -0.364 0.548 -0.918
F 6.560 -0.584 -4.252
C 5.748 -0.883 -3.229
C 5.431 -2.197 -2.968
F 5.969 -3.170 -3.721
C 4.586 -2.503 -1.912
F 4.407 -3.809 -1.660
C 4.005 -1.526 -1.128
P 2.615 -1.762 0.080
C 3.552 -2.141 1.604
C 2.813 -2.216 2.787
C 3.444 -2.352 4.013
C 4.831 -2.393 4.084
C 5.577 -2.313 2.918
C 4.940 -2.187 1.690
C 1.955 -3.419 -0.420
C 1.908 -4.514 0.436
C 1.333 -5.709 0.025
C 0.789 -5.823 -1.247
C 0.811 -4.724 -2.095
C 1.384 -3.530 -1.686
C 4.401 -0.198 -1.377
Br 3.817 1.197 -0.231
C 5.250 0.120 -2.412
F 5.624 1.375 -2.675
H 1.733 -2.129 2.754
H 2.848 -2.392 4.916
H 5.326 -2.463 5.045
H 6.659 -2.348 2.958
H 5.541 -2.126 0.790
H 2.322 -4.446 1.434
H 1.310 -6.551 0.706
H 0.345 -6.756 -1.571
H 0.363 -4.783 -3.079
H 1.380 -2.673 -2.351
C -4.816 2.315 -1.790
C -3.625 3.155 -1.332
C -3.757 3.634 0.089
C -4.314 4.874 0.369
C -4.452 5.318 1.678
C -4.038 4.498 2.713
C -3.491 3.235 2.478
C -3.069 2.397 3.662
C -4.250 1.771 4.403
C -3.350 2.811 1.152
N -2.747 1.564 0.816
C -3.390 0.536 1.231
C -3.011 -0.837 1.009
C -3.766 -1.962 1.335
C -3.028 -3.062 0.851
C -1.887 -2.512 0.259
N -1.862 -1.166 0.363
H -4.730 2.067 -2.848
H -5.759 2.846 -1.629
H -4.862 1.376 -1.236
H -3.513 4.027 -1.985
H -2.724 2.551 -1.434
H -4.617 5.505 -0.459
H -4.860 6.300 1.886
H -4.123 4.840 3.740
H -2.516 3.044 4.348
H -2.369 1.630 3.343
H -4.913 2.532 4.823
H -3.902 1.138 5.222
H -4.853 1.153 3.737
H -4.335 0.669 1.774
H -4.722 -1.965 1.838
H -3.285 -4.109 0.900
H -1.084 -3.040 -0.238
O -1.316 -1.216 -2.974
P -1.675 0.240 -3.708
O -2.659 0.184 -4.784
O -1.760 1.240 -2.570
O -0.139 0.556 -4.334
P 1.163 0.802 -3.373
O 2.378 0.627 -4.381
O 1.122 2.120 -2.687
O 1.220 -0.372 -2.389
H -0.396 -1.022 -2.660
H 2.243 1.128 -5.193
F 1.558 0.415 2.153
C 0.859 1.495 1.450
F 0.090 2.053 2.504
H 1.690 2.230 1.393
Cl -0.371 4.206 -0.023
C 0.514 4.637 -1.459
Cl 0.944 6.417 -1.508
H -0.092 4.431 -2.332
H 1.436 4.077 -1.501
*
```


Here is a cluster of 2 separate species, C2H6S in total at a distorted geometry from OMol25. Energies are from the ωB97M-V functional and the def2-TZVPD basis.

HOMO level   -9.8301 eV
LUMO   0.8 eV
SMILES   C=C.S
Kohn-Sham gap   10.63 eV
Largest force on an atom   1.85 eV/A
Energy relative to the best compared isomer or geometry (same formula, charge and spin)   29.7 kcal/mol

ORCA input file:
```
! wB97M-V def2-TZVPD RIJCOSX def2/J DEFGRID3
* xyz 0 1
S 3.682 -1.528 -2.426
H 4.568 -0.573 -2.126
H 2.630 -0.661 -2.568
C -1.171 0.218 1.247
C -2.371 0.737 1.082
H -1.002 -0.265 2.202
H -0.434 -0.085 0.511
H -3.156 0.846 1.834
H -2.747 1.312 0.244
*
```


Here is an isolated molecule of C23H25N3O4S at a distorted geometry from OMol25. Energies are from the ωB97M-V functional and the def2-TZVPD basis.

HOMO level   -8.8443 eV
LUMO   -0.1 eV
SMILES   COc1ccccc1CNC(=O)C1CCN(S(=O)(=O)c2cccc3cccnc23)CC1
Kohn-Sham gap   8.79 eV
Largest force on an atom   1.04 eV/A
Energy relative to the best compared isomer or geometry (same formula, charge and spin)   33.8 kcal/mol

ORCA input file:
```
! wB97M-V def2-TZVPD RIJCOSX def2/J DEFGRID3
* xyz 0 1
C 1.642 -2.080 3.714
H 1.587 -2.743 2.845
O 1.477 -0.731 3.347
C 2.402 -0.161 2.513
C 3.493 -0.840 1.986
C 4.396 -0.183 1.168
C 4.216 1.152 0.861
C 3.118 1.826 1.369
C 2.208 1.193 2.197
C 1.023 1.948 2.751
N -0.234 1.264 2.522
C -0.828 1.275 1.307
O -0.496 2.025 0.412
C -1.938 0.233 1.164
C -2.848 0.603 -0.010
C -3.740 -0.566 -0.427
N -2.988 -1.772 -0.660
S -2.449 -2.030 -2.214
O -1.518 -3.115 -2.175
O -3.636 -2.195 -3.008
C -1.682 -0.513 -2.847
C -2.454 0.230 -3.696
C -1.975 1.422 -4.257
C -0.709 1.851 -3.966
C 0.120 1.100 -3.110
C 1.434 1.495 -2.788
C 2.185 0.715 -1.953
C 1.600 -0.448 -1.426
N 0.386 -0.841 -1.692
C -0.368 -0.108 -2.529
H 2.159 -1.073 -0.740
H 3.193 0.979 -1.681
H 1.825 2.412 -3.206
H -0.322 2.766 -4.390
H -2.611 1.991 -4.917
H -3.442 -0.132 -3.933
C -2.189 -2.196 0.458
C -1.224 -1.107 0.921
H -0.477 -0.976 0.137
H -0.718 -1.432 1.831
H -2.873 -2.479 1.267
H -1.636 -3.076 0.130
H -4.475 -0.774 0.360
H -4.278 -0.340 -1.349
H -2.216 0.911 -0.844
H -3.469 1.458 0.266
H -2.524 0.178 2.088
H -0.429 0.497 3.146
H 0.958 2.923 2.263
H 1.137 2.087 3.829
H 2.961 2.865 1.122
H 4.926 1.668 0.232
H 5.242 -0.725 0.772
H 3.654 -1.882 2.211
H 2.588 -2.241 4.240
H 0.817 -2.305 4.390
*
```


Number 1: E_tot -35007.2513 eV. Number 2: E_tot -110067.4103 eV. Number 3: E_tot -38545.4812 eV. Number 4: E_tot -194232.9007 eV. Number 5: E_tot -13005.1041 eV. Number 6: E_tot -47752.6458 eV.